# 1
C2H3NOS2 in the gas phase in a non-equilibrium geometry, computed with wB97M-V/def2-TZVPD.

Computed properties:
- DFT total energy (hartree) = -1004.37613
- relative energy (zero: lowest compared OMol25 entry of this formula, charge and spin) (kJ/mol) = 29.94
- spin multiplicity = 1
- LUMO level (eV) = -0.83

Geometry as XYZ:
```
9
Properties=species:S:1:pos:R:3:forces:R:3:mulliken_charge:R:1
S 1.515414 0.380297 1.688591 0.435 0.189 -0.728 -0.32
S 1.974717 0.696450 -1.292154 0.026 -0.052 -0.556 -0.18
O -0.904340 0.211784 -1.269568 -0.262 -0.113 -2.373 -0.58
N -1.161284 -0.580231 0.771592 -1.720 -1.088 0.179 -0.35
C 1.098554 0.324372 0.107685 -1.898 -1.000 0.925 0.39
C -0.417728 -0.101027 -0.227085 0.561 1.292 1.361 0.43
H -0.863016 -0.509913 1.705024 0.783 -0.103 1.035 0.16
H -2.172453 -0.813229 0.661920 1.580 0.596 -0.404 0.25
H 0.930135 0.391497 -2.146005 0.495 0.277 0.563 0.21
```
Positions in Å, forces in eV/Å.

***

# 2
A molecular structure, C17H24N2NiO7Si, computed with wB97M-V/def2-TZVPD.

Computed properties:
- ⟨S²⟩ = 2.004
- DFT total energy (hartree) = -3096.35637
- spin multiplicity = 3
- LUMO level (alpha / beta) (eV) = 4.85 / 4.85
- net charge = -2

Geometry as XYZ:
```
52
Properties=species:S:1:pos:R:3:forces:R:3:mulliken_charge:R:1
Ni -0.283892 0.706356 0.195800 0.119 -0.160 -0.033 0.43
Si 1.978932 -1.715064 -0.591688 -0.044 -0.276 -0.041 0.44
O -1.942168 1.899216 0.593854 -0.171 0.043 0.183 -0.61
O 0.658959 2.512685 -0.914659 0.018 0.162 0.082 -0.64
O -3.119288 -1.902344 1.686772 0.061 0.093 -0.061 -0.86
O 0.047018 1.053926 2.556311 0.082 -0.096 -0.155 -0.47
O -3.777871 2.585106 1.690966 0.141 -0.034 -0.072 -0.84
O -1.740648 -0.645145 -3.109210 0.062 0.075 0.035 -0.73
O -1.417957 -0.936451 0.586810 -0.250 -0.027 0.358 -0.33
N -0.634427 0.908442 -4.315342 -0.068 -0.051 0.016 0.26
N -0.495876 0.911391 -1.952711 -0.067 0.036 -0.081 0.18
C -1.139974 0.254861 -5.502864 0.062 0.064 0.029 -0.96
C -1.005645 0.331653 -3.058987 0.044 0.068 -0.006 -0.03
C 3.816293 -2.232762 -0.693331 0.218 -0.063 -0.015 -1.13
C 0.647315 2.597883 -3.279570 -0.019 -0.016 -0.056 -1.11
C 0.274884 2.027993 -1.992459 -0.086 -0.108 0.070 0.69
C -2.716136 1.946610 1.601610 0.019 -0.055 -0.348 0.12
C -2.238664 1.245411 2.886930 0.150 0.017 0.028 -0.22
C 0.174370 1.998787 -4.383247 0.041 0.008 0.025 0.19
C -0.889887 1.869444 3.278736 0.073 -0.305 0.019 -0.01
C -0.539835 1.540821 4.739365 -0.071 -0.109 0.012 -1.03
C 1.114671 -3.116996 0.322134 -0.155 -0.083 0.100 -1.01
C -1.856821 -0.273795 2.860984 0.077 0.093 -0.087 0.25
C -0.340837 -0.211824 3.137198 -0.139 0.324 -0.028 0.09
C -2.188533 -1.091579 1.590223 0.216 -0.089 -0.125 -0.23
C -0.078196 0.061867 4.620980 -0.086 0.034 0.018 -1.05
C 1.399393 -1.820201 -2.381378 -0.162 0.113 -0.115 -0.92
C 1.684975 -0.125815 0.208076 -0.336 0.366 0.046 -0.38
H 1.756101 -2.738653 -2.862280 0.007 0.027 0.019 0.39
H -0.768050 2.909120 2.992307 0.020 0.047 -0.073 0.60
H 0.413930 2.347545 -5.380523 -0.020 0.011 -0.058 0.25
H 0.303103 -1.812646 -2.415348 0.171 -0.003 -0.019 0.20
H 1.288296 3.465836 -3.322787 -0.024 -0.023 0.003 0.40
H 1.518270 -3.250537 1.334782 -0.023 0.004 -0.086 0.24
H 2.277944 0.680386 -0.239980 0.049 -0.007 0.031 0.42
H 1.947285 -0.181819 1.271373 0.102 0.008 0.065 0.20
H 3.939150 -3.210119 -1.183108 -0.003 0.103 0.056 0.22
H -0.742452 -0.756768 -5.593321 0.026 -0.021 0.020 0.26
H 0.258217 2.184473 5.111089 0.036 0.002 -0.007 0.35
H -0.631927 -0.620917 5.266638 -0.010 0.015 0.028 0.41
H 0.237070 -1.011358 2.686614 0.054 -0.011 -0.079 0.41
H 4.275346 -2.289597 0.302496 -0.060 0.013 -0.092 0.26
H -0.849060 0.841316 -6.375287 0.009 0.003 -0.012 0.30
H -2.997566 1.445412 3.638025 -0.065 -0.031 0.101 0.43
H -2.224222 0.172457 -5.460097 -0.048 0.015 0.013 0.28
H 1.759488 -0.961695 -2.964721 -0.037 -0.090 0.035 0.22
H 0.048473 -2.868778 0.408663 0.153 -0.045 -0.013 0.22
H 1.212716 -4.069415 -0.213256 0.008 0.033 0.058 0.37
H 0.986613 -0.038184 4.837518 0.001 0.004 0.009 0.35
H -2.367741 -0.791916 3.669743 -0.048 0.009 0.103 0.51
H 4.379799 -1.489959 -1.273724 -0.031 -0.079 0.052 0.27
H -1.410949 1.665337 5.383862 0.005 -0.005 0.047 0.35
```
Positions in Å, forces in eV/Å.

***

Which of these has the highest DFT total energy?
C2H3NOS2

***

What is the formula in the first record?
C2H3NOS2